Record 1
Molecular formula: C22H27NO2P2Ti
Method: DFT, wB97M-V/def2-TZVPD

Geometry as XYZ:
```
55
Properties=species:S:1:pos:R:3:lowdin_spin:R:1
H 3.15013 -1.02180 2.59546 0.001
Ti 0.00000 0.00000 0.00000 0.758
H 1.72964 3.06371 -2.86637 0.000
C -0.34226 -1.82717 0.14908 0.155
H 1.88361 -2.04993 1.84264 0.000
H 1.49139 -0.84060 3.13890 0.001
H 0.81971 1.54237 -3.22183 0.000
C -3.52959 1.85332 -4.22783 0.001
C -2.79318 1.41577 2.15296 -0.002
C 1.73170 3.17871 0.12510 0.001
H -5.39150 0.19376 -3.05544 0.000
C -3.83945 0.75587 1.30870 0.000
H -0.68669 1.73025 4.19165 0.000
C -2.50793 2.69232 -4.62445 0.000
H -0.08571 2.67103 2.78308 0.000
C -5.69847 -0.80262 0.93805 0.000
C -2.80359 2.13361 -1.87297 -0.002
H -6.41750 -1.06011 -1.08069 0.000
H -3.07676 1.41595 3.22017 0.000
C -4.76143 -0.15582 1.79855 0.001
H -1.30003 0.02616 -0.85297 -0.025
C -4.76952 0.36971 -0.98311 0.000
C -0.17662 1.65966 3.21416 0.004
C 2.09429 -1.03903 2.24468 0.000
N -2.91144 1.90638 -0.55446 -0.005
C -3.70175 1.53922 -2.84271 0.000
P 0.55711 2.14203 -0.87892 0.007
C -5.70747 -0.55163 -0.41933 0.001
H -2.37509 2.93134 -5.68480 0.000
O 2.86427 0.61648 0.88230 -0.060
C -3.83126 1.03857 -0.10436 -0.001
H -2.63287 2.45106 1.81062 0.000
H -6.41189 -1.51332 1.36808 0.000
C -1.43230 -0.90292 3.10402 0.020
H -0.18837 4.34364 -1.64742 0.000
C -1.72320 2.97804 -2.31642 -0.001
P -1.10443 0.56881 2.02057 0.028
H 2.06138 4.07433 -0.43107 0.000
C -1.59905 3.24246 -3.67128 0.001
C 1.87336 0.00148 1.18265 -0.041
H -0.77999 3.87944 -4.02388 0.000
H -1.86760 -0.61644 4.07853 0.003
H 2.36994 1.45437 -2.34656 0.000
C 1.46067 2.05985 -2.49028 0.000
O -0.58682 -2.97095 0.14734 0.155
H -2.12352 -1.57968 2.57495 0.000
H -4.77262 -0.38921 2.86928 0.000
H 2.61511 2.57200 0.38754 0.000
H -4.21014 1.40975 -4.96267 0.000
H -0.48604 -1.44508 3.26702 0.000
H -1.25167 3.68427 -0.34421 0.000
H 1.23735 3.49270 1.05888 0.000
H 0.83865 1.25496 3.36503 0.000
C -0.73619 3.45381 -1.29045 0.003
C -4.69012 0.66427 -2.35651 0.000
```

Summary:
<S²> = 0.84
LUMO (alpha / beta) = -5.06 / -4.70 eV
Relative energy (zero: lowest compared OMol25 entry of this formula, charge and spin) = 80.80 kcal per mole
Gap between HOMO and LUMO (alpha / beta) = 5.61 / 5.97 eV
Spin multiplicity = 2
Total charge = +1
E = -2591.6091 a.u.


Record 2
Molecular formula: C22H27NO5
Method: DFT, wB97M-V/def2-TZVPD

Geometry as XYZ:
```
55
Properties=species:S:1:pos:R:3:lowdin_charge:R:1
C -1.55254 -1.24921 -0.97041 -0.102
C 0.39799 3.75128 1.15339 -0.246
H -0.62801 3.65999 -4.64695 0.098
C -1.31742 -2.74278 -0.74187 -0.137
C -0.47475 0.50934 -2.40252 0.015
H 1.94226 -2.51542 -0.16314 0.129
H 2.82009 2.95704 -3.73490 0.092
H -3.06445 0.36395 4.26168 0.118
O -0.70842 3.38227 1.94805 -0.057
C -0.19987 -0.22505 2.59749 -0.006
H -2.45361 -1.09198 -1.56592 0.121
C 0.08831 -3.13855 1.29260 -0.469
H -1.45034 0.96490 -2.46598 0.114
H -1.21626 -3.24479 -1.71095 0.137
H 2.94791 -1.14277 -2.14190 0.133
N -0.07488 -2.91803 -0.02986 -0.043
C 0.02961 1.04506 2.08601 -0.012
H -1.69452 -0.75053 -0.00516 0.117
H -1.46306 2.09504 -4.48733 0.100
C 1.97174 -0.68790 -2.20387 0.053
C 0.21156 3.38402 -0.31584 -0.058
H 0.90899 1.19097 1.47852 0.109
H -1.98314 -2.67225 1.75954 0.112
H 0.45708 4.83906 1.25721 0.122
C -1.31402 -0.48091 3.38220 -0.270
H 0.17034 -2.70193 3.75652 0.122
C -0.78613 2.80135 -3.99571 -0.079
H -1.26274 -3.59681 4.30119 0.128
H 2.51674 1.96939 -5.18540 0.095
H 1.06062 3.73468 -0.89631 0.083
H -2.14662 -3.20570 -0.20964 0.117
C -1.16594 -3.27963 2.14567 -0.052
C -0.35340 -0.65979 -1.66235 -0.174
O -1.63866 -1.68542 3.94469 -0.054
C -2.20070 0.56547 3.64805 0.001
H 0.52067 -0.99440 2.37963 0.102
H 1.32396 3.31684 1.54916 0.118
H 0.12271 2.30709 -0.43917 0.055
H -2.64375 2.63831 3.36305 0.118
C 3.12262 2.06165 -4.28160 -0.075
H -0.69422 3.85364 -0.69288 0.078
C 1.86590 0.48620 -2.94024 -0.190
C -0.84445 2.08616 2.36088 -0.272
H 1.27295 -3.37622 -1.55954 0.141
H 4.17418 2.14250 -4.55718 0.094
C 0.88818 -1.27393 -1.56957 -0.147
C -1.96774 1.82550 3.14996 0.000
C 0.60185 1.09690 -3.05170 -0.198
O 1.19878 -3.24033 1.78669 0.042
H -1.46716 -4.32835 2.11929 0.130
H -1.23138 3.14067 -3.05554 0.083
C 1.08056 -2.57455 -0.83268 -0.080
C -0.90618 -2.84025 3.59904 -0.170
O 3.04483 0.90567 -3.47938 -0.067
O 0.48877 2.24498 -3.79809 -0.119
```

Summary:
LUMO = 0.66 eV
Relative energy (zero: lowest compared OMol25 entry of this formula, charge and spin) = 48.99 kcal per mole
SMILES = CCOc1ccc(OCCC(=O)N2CCc3cc(OC)c(OC)cc3C2)cc1
Gap between HOMO and LUMO = 8.44 eV
E = -1285.4546 a.u.


Record 3
Molecular formula: C22H28AgF6N3OPS
Method: DFT, wB97M-V/def2-TZVPD

Geometry as XYZ:
```
63
Properties=species:S:1:pos:R:3:lowdin_spin:R:1
C -3.03612 -0.29588 2.62243 0.000
N 2.77210 -1.19144 -4.17927 0.000
H -1.88069 1.25266 -0.80311 0.000
H -4.25116 -2.02395 2.10695 0.000
H -0.90225 -0.57618 2.94060 0.000
H -0.44590 4.71024 3.92419 0.000
N 4.03210 -2.40781 -2.62443 -0.002
H 3.40386 -4.32708 -5.25743 0.000
C -2.84939 -1.59877 0.50158 0.000
H -5.00090 0.42375 2.05174 0.000
H 4.56116 3.07482 0.16342 0.000
C 4.33043 3.13845 1.22938 0.000
H -2.56997 -2.40287 2.49026 0.000
H 0.69186 5.89738 3.27645 0.000
C 3.43680 -3.47145 -4.60357 0.000
C -1.57555 0.14889 2.47293 0.000
C -2.15473 1.23114 0.25632 0.000
H -2.94548 -2.58504 0.03997 0.000
C 2.16590 4.10238 2.10873 0.000
H -3.29555 -0.34588 3.68718 0.000
F -1.23902 -4.06135 -4.55849 0.000
C -1.40545 -1.11234 0.36344 -0.001
C 2.84153 3.04931 1.47052 0.000
F -2.29248 -3.29085 -2.73848 0.000
C -3.21617 -1.67717 1.98592 0.000
H -1.43520 1.09118 3.00747 0.000
C -3.60958 0.77502 0.42592 0.000
S 3.49420 0.04078 -1.90008 -0.003
C 3.41368 -1.22172 -2.97557 -0.003
H -0.95141 2.81455 2.11020 0.000
P -0.70106 -3.39010 -3.15057 0.000
H 2.69694 4.99127 2.43437 0.000
H -2.06201 2.25611 0.62037 0.000
C 0.11080 2.83423 1.90548 0.000
C -3.78552 -0.61204 -0.19833 0.000
H 4.73086 4.08234 1.60754 0.000
F 0.70197 -4.09394 -3.63182 0.000
H -0.75924 5.46841 2.36384 0.000
H 2.71174 1.12140 0.58951 0.000
F 0.26120 -2.46506 -2.15687 -0.001
H 4.85954 2.32224 1.72653 0.000
C 4.05110 -3.50635 -3.39988 -0.001
N 0.21787 0.59896 0.79256 -0.001
H -3.54784 -0.57457 -1.26542 0.000
H -3.82805 1.70432 2.37150 0.000
F -0.69681 -4.47841 -1.94687 0.000
O 2.60339 -2.55410 0.98739 1.007
C 0.03007 5.07089 3.00795 0.000
Ag 1.57628 -1.04742 -0.36191 0.010
H -0.72260 -1.82449 0.83924 -0.001
C 2.78933 -2.25613 -4.93051 -0.001
F -0.92253 -1.95719 -3.87549 0.000
H 2.25114 -2.17881 -5.87085 0.000
C 0.79863 3.96746 2.31784 0.000
H -4.82824 -0.94454 -0.10955 0.000
C -3.95005 0.71291 1.91880 0.000
H -4.27654 1.48839 -0.07338 0.000
C -1.18266 0.27831 0.98636 0.000
H 4.55674 -4.37199 -2.99673 0.000
H 4.45254 -2.40323 -1.70265 -0.002
C 2.16046 1.93030 1.06310 0.000
C 0.74848 1.73644 1.23783 0.000
H -1.13253 -1.06640 -0.69456 0.000
```

Summary:
<S²> = 0.76
LUMO (alpha / beta) = 4.53 / 4.53 eV
Relative energy (zero: lowest compared OMol25 entry of this formula, charge and spin) = 81.82 kcal per mole
Gap between HOMO and LUMO (alpha / beta) = 5.33 / 5.32 eV
Spin multiplicity = 2
Total charge = -2
E = -2580.5072 a.u.


Record 4
Molecular formula: C22H28BrNRu
Method: DFT, wB97M-V/def2-TZVPD

Geometry as XYZ:
```
53
Properties=species:S:1:pos:R:3:lowdin_spin:R:1
H 0.14784 -3.34112 -0.67378 0.005
C 2.24009 -2.55673 -0.23577 0.098
H -2.29043 3.63574 -0.34883 0.005
C -0.31255 -1.15610 1.63649 0.084
C 1.29339 -2.38882 -2.34774 0.025
H 2.29185 2.25542 0.49391 0.007
C 2.04582 2.65229 -1.75919 0.042
H -5.04387 -1.68932 1.10224 -0.001
C 3.94563 1.34561 -2.32952 0.102
H 0.71736 -2.60721 -3.24924 -0.002
C -4.33937 -1.87883 0.27464 -0.002
C 3.75843 1.27323 -0.89661 -0.005
H -4.61481 -1.22442 -0.56769 0.000
H 0.70069 -0.94264 1.99570 0.002
H -2.65349 1.94121 -0.75807 0.001
C 2.96451 2.27538 -2.88813 0.010
Br -0.37666 0.31611 -3.29184 0.216
C 1.06673 -2.89141 -1.04813 0.093
C -2.91874 -1.63696 0.71425 -0.001
H 4.71519 0.77147 -2.87752 0.005
H 0.52948 3.57996 0.29441 0.000
H -2.50002 -0.10251 -0.74921 0.004
C -2.14536 -0.63986 0.13309 0.081
C -1.85084 2.64370 -0.51614 0.036
H -2.95619 1.39951 1.60795 0.001
C 3.18578 -1.96030 -1.06138 0.021
Ru 1.59421 0.86686 -2.29174 1.975
C 2.56413 -1.61478 -2.38459 0.240
N -0.33771 0.97357 0.47611 0.632
H 2.31218 -2.66417 0.83782 0.005
C -0.90030 -0.22563 0.71717 0.054
H -0.65119 4.17969 1.49595 0.001
H -4.48657 -2.92581 -0.03708 -0.001
H -0.53630 -4.14796 2.96130 -0.001
H -2.94971 -3.23941 2.14580 0.004
H -1.00291 -2.98471 4.19244 -0.001
H 0.52201 2.92353 1.95409 0.000
H -1.16245 2.69537 -1.36588 0.001
H -2.54153 3.05002 2.13657 0.000
H 3.15104 -1.49705 -3.31874 0.007
H 1.15647 3.29567 -1.80925 0.012
H 4.35893 0.68704 -0.16374 -0.001
C -0.11320 3.29140 1.13585 0.009
H -1.62921 1.68181 2.78413 -0.001
C -2.35755 -2.42019 1.73083 0.073
C -0.47061 -3.09054 3.23872 -0.004
C -1.10814 2.20905 0.74407 0.045
H 2.72985 2.43338 -3.95635 0.006
C 2.64350 2.07564 -0.53616 0.114
H 0.58391 -2.84900 3.41208 0.000
C -1.04490 -2.20761 2.17871 -0.005
C -2.12669 2.06633 1.88591 0.009
H 4.20235 -1.63589 -0.81789 -0.002
```

Summary:
<S²> = 6.08
LUMO (alpha / beta) = -0.65 / -1.37 eV
Gap between HOMO and LUMO (alpha / beta) = 6.67 / 6.00 eV
Spin multiplicity = 5
E = -3578.5324 a.u.